Below is a 2-piece molecular cluster, C3H7P overall, with properties calculated with wB97M-V/def2-TZVPD.

strongest force on any atom = 3.81 eV Å⁻¹
LUMO energy (spin up / spin down) = 0.22 / 0.13 eV
energy relative to the best compared isomer or geometry (same formula, charge and spin) = 4.699 eV
orbital gap (spin up / spin down) = 8.969 / 7.812 eV

Cartesian coordinates (Å):
1 C 0.9011 -0.0208 -0.2526
2 C -1.8444 0.3892 -0.4615
3 C 0.6679 -0.6734 0.9970
4 P 1.4618 1.0229 -1.3261
5 H -2.0233 1.4484 -0.4764
6 H -1.5866 -0.0721 -1.4329
7 H -2.3746 -0.4003 0.2012
8 H 0.4012 -1.6522 1.0078
9 H -0.1082 -0.0647 1.4197
10 H 1.6274 -0.7171 1.6696
11 H 2.8778 0.7400 -1.3458

Below is a 8-piece molecular cluster, C32H54N2O10 overall, with properties calculated with wB97M-V/def2-TZVPD.

strongest force on any atom = 5.86 eV Å⁻¹
LUMO energy = 0.14 eV
energy relative to the best compared isomer or geometry (same formula, charge and spin) = 0.790 eV
structure (SMILES) = C[N+](=O)[O-].C[N+](=O)[O-].c1ccccc1.c1ccccc1.c1ccccc1.COCCOC.COCCOC.COCCOC
orbital gap = 9.299 eV

Cartesian coordinates (Å):
1 C -1.5150 2.9055 4.1954
2 N -1.3760 1.5320 3.6771
3 O -0.5546 1.4460 2.8746
4 O -1.9806 0.6139 4.1934
5 H -2.5426 3.0921 4.5073
6 H -1.2581 3.6370 3.4292
7 H -0.8439 3.1134 5.0288
8 C -5.2015 -3.4063 1.3002
9 N -5.9988 -2.5525 0.3906
10 O -5.8744 -2.7005 -0.8133
11 O -6.8984 -1.9363 0.9618
12 H -5.5182 -3.2404 2.3299
13 H -4.1611 -3.1836 1.0635
14 H -5.4386 -4.4088 0.9441
15 C 2.5676 -4.4825 0.9235
16 C 1.9577 -5.6980 0.6070
17 C 2.0740 -6.7217 1.5148
18 C 2.9333 -6.6129 2.6491
19 C 3.4845 -5.3234 2.9082
20 C 3.4214 -4.2774 2.0394
21 H 2.5305 -3.6215 0.2725
22 H 1.3169 -5.7187 -0.2621
23 H 1.5680 -7.6650 1.3716
24 H 3.1463 -7.5073 3.2158
25 H 4.0518 -5.2742 3.8259
26 H 3.9009 -3.3170 2.1583
27 C -2.8259 3.3672 -1.6901
28 C -2.5433 3.0610 -3.0129
29 C -3.3380 3.5214 -4.0291
30 C -4.5323 4.1930 -3.6581
31 C -4.9005 4.4602 -2.3223
32 C -4.0020 3.9966 -1.3808
33 H -2.2619 2.9639 -0.8621
34 H -1.6527 2.5378 -3.3284
35 H -3.1426 3.2613 -5.0590
36 H -5.2145 4.4289 -4.4614
37 H -5.8125 5.0079 -2.1359
38 H -4.2911 4.1812 -0.3568
39 C -0.2818 -3.3114 4.6646
40 C -0.9227 -2.2808 5.3089
41 C -2.2368 -2.5165 5.8129
42 C -2.8682 -3.7688 5.7829
43 C -2.1704 -4.7904 5.0077
44 C -0.9313 -4.5202 4.4685
45 H 0.7144 -3.1960 4.2638
46 H -0.3111 -1.4008 5.4433
47 H -2.7531 -1.6871 6.2731
48 H -3.7616 -3.9749 6.3537
49 H -2.5973 -5.7823 5.0258
50 H -0.3557 -5.2330 3.8966
51 C 2.6847 1.3475 -6.7896
52 O 2.5886 0.5742 -5.6158
53 C 2.4925 1.2382 -4.3590
54 C 3.8120 2.0344 -4.0160
55 O 4.7163 1.1596 -3.4704
56 C 5.1030 0.0171 -4.2199
57 H 2.2374 2.3398 -6.7307
58 H 2.1833 0.6712 -7.4819
59 H 3.7122 1.5795 -7.0699
60 H 2.1310 0.5845 -3.5652
61 H 1.6614 1.9429 -4.3319
62 H 3.4957 2.8001 -3.3076
63 H 4.1799 2.5242 -4.9176
64 H 5.1603 0.3317 -5.2620
65 H 4.3600 -0.7272 -3.9336
66 H 6.1064 -0.2092 -3.8594
67 C -1.3901 -2.4456 1.6203
68 O -2.1589 -1.7168 0.7204
69 C -2.0004 -0.3308 0.6355
70 C -0.6060 0.0133 0.1441
71 O -0.0572 -0.8791 -0.8953
72 C 1.3313 -0.8206 -1.0663
73 H -0.3993 -2.6365 1.2079
74 H -1.7977 -3.4282 1.8580
75 H -1.1394 -1.9948 2.5805
76 H -2.1651 0.1416 1.6039
77 H -2.7209 0.0980 -0.0611
78 H 0.1258 -0.0884 0.9455
79 H -0.6713 1.0349 -0.2303
80 H 1.6202 0.2143 -1.2494
81 H 1.6273 -1.4090 -1.9347
82 H 1.8518 -1.2309 -0.2009
83 C 0.3631 5.1764 -2.3165
84 O 0.0815 4.6022 -1.0416
85 C 1.1113 3.7297 -0.5731
86 C 2.2153 4.6313 -0.0461
87 O 3.1566 4.0380 0.8707
88 C 3.9145 3.0270 0.3298
89 H -0.4284 5.7542 -2.7935
90 H 0.4095 4.3568 -3.0335
91 H 1.3163 5.6857 -2.4585
92 H 1.4517 3.0407 -1.3460
93 H 0.8951 3.0899 0.2825
94 H 1.7120 5.4918 0.3947
95 H 2.6515 5.2006 -0.8670
96 H 4.6170 2.7623 1.1200
97 H 4.3565 3.3035 -0.6274
98 H 3.3034 2.1701 0.0462

Below is C26H24N7NiO6S2 as an isolated structure, with properties calculated with wB97M-V/def2-TZVPD.

strongest force on any atom = 0.85 eV Å⁻¹
LUMO energy (spin up / spin down) = 2.43 / 2.43 eV
2S+1 = 3
charge = -1
orbital gap (spin up / spin down) = 6.929 / 6.888 eV

Cartesian coordinates (Å):
1 Ni 0.4143 -0.2361 -0.2158
2 C -2.0871 1.6502 2.9213
3 C -1.2839 0.6132 2.1606
4 N -0.9193 0.8540 0.9383
5 N -1.3873 2.0123 0.3725
6 C -0.9322 2.3288 -0.7944
7 S 0.3796 1.6532 -1.6548
8 S -1.6590 3.7188 -1.6100
9 C -3.0128 4.2802 -0.4938
10 C -4.3422 3.6498 -0.7694
11 C -4.6749 2.4276 -0.1920
12 C -5.9120 1.8530 -0.4384
13 C -6.8250 2.4730 -1.2804
14 C -6.4924 3.6817 -1.8740
15 C -5.2622 4.2666 -1.6135
16 C -0.9672 -0.6368 2.8477
17 C -1.3071 -0.7649 4.2085
18 C -1.0802 -1.9103 4.9358
19 C -0.5052 -3.0145 4.2990
20 C -0.1492 -2.9371 2.9789
21 C -0.3417 -1.7609 2.1947
22 O 0.0439 -1.7835 0.9765
23 H -2.2479 2.5092 2.2818
24 H -3.0558 1.2433 3.2169
25 H -1.5654 1.9764 3.8231
26 H -2.6612 4.0580 0.5104
27 H -3.0435 5.3576 -0.6533
28 H -3.9486 1.9142 0.4229
29 H -6.1643 0.9115 0.0336
30 H -7.7857 2.0130 -1.4781
31 H -7.1946 4.1715 -2.5378
32 H -5.0097 5.2146 -2.0756
33 H -1.7687 0.0731 4.7137
34 H -1.3369 -1.9564 5.9865
35 H -0.3346 -3.9315 4.8519
36 H 0.3085 -3.7811 2.4775
37 O 6.1309 0.4103 0.7147
38 C 5.5125 0.6356 1.8555
39 O 6.1114 0.8803 2.8810
40 C 4.0285 0.5948 1.8317
41 C 3.2034 0.9147 2.8885
42 N 1.9394 0.7873 2.4552
43 N 1.8841 0.3958 1.1862
44 C 3.1346 0.2656 0.7856
45 C 3.3286 -0.3000 -0.5861
46 O 4.4727 -0.3531 -1.0693
47 O 2.2652 -0.7255 -1.1132
48 H 5.4987 0.1294 -0.0309
49 H 3.4485 1.2254 3.8891
50 H 1.0831 0.8769 2.9804
51 C -4.2966 -1.9419 -2.3338
52 N -2.8620 -2.1333 -2.4042
53 C -2.3301 -3.1564 -3.0971
54 C -0.9984 -3.3081 -3.1776
55 C -0.1704 -2.3376 -2.5178
56 N -0.6876 -1.3784 -1.7448
57 C -2.0453 -1.2463 -1.6484
58 O -2.6177 -0.4148 -0.9779
59 N 1.1392 -2.3897 -2.7377
60 H -4.7652 -2.3728 -3.2174
61 H -4.5034 -0.8781 -2.2819
62 H -4.7126 -2.4112 -1.4387
63 H -3.0231 -3.8265 -3.5888
64 H -0.5531 -4.1202 -3.7315
65 H 1.5159 -3.1626 -3.2521
66 H 1.7579 -1.7426 -2.2296

Below is C4H2DyO as an isolated structure, with properties calculated with wB97M-V/def2-TZVPD.

strongest force on any atom = 7.91 eV Å⁻¹
LUMO energy (spin up / spin down) = -11.20 / -11.79 eV
2S+1 = 7
energy relative to the best compared isomer or geometry (same formula, charge and spin) = 6.598 eV
charge = +2
orbital gap (spin up / spin down) = 6.165 / 6.716 eV

Cartesian coordinates (Å):
1 C -0.2399 1.1638 1.3437
2 C -0.3543 -0.0633 1.0829
3 H -1.4905 0.0674 1.6088
4 O 2.3641 -0.4521 -0.2001
5 C 1.4089 -0.0552 -0.7910
6 C 0.0250 0.1465 -0.3968
7 H -0.4910 0.8858 -1.0275
8 Dy -1.2225 -1.6930 -1.6201

Below is an isolated ion of composition C6H10N and charge +1, with properties calculated with wB97M-V/def2-TZVPD.

strongest force on any atom = 4.73 eV Å⁻¹
LUMO energy (spin up / spin down) = -7.11 / -7.11 eV
energy relative to the best compared isomer or geometry (same formula, charge and spin) = 6.125 eV
charge = +1
orbital gap (spin up / spin down) = 7.272 / 7.274 eV

Cartesian coordinates (Å):
1 C -1.0344 -0.9676 0.7022
2 C -1.9278 0.6853 -0.5395
3 C 0.4815 1.1188 0.3076
4 C -0.9055 0.5480 0.5131
5 C -1.2985 -0.6921 -0.7093
6 C 1.9812 -0.6975 -0.1800
7 N 1.1549 0.3594 -0.6839
8 H -0.1994 -1.5625 0.9435
9 H -1.8672 -1.1543 1.3607
10 H -2.8939 0.3601 -0.4471
11 H -1.7698 1.5290 -1.0823
12 H 0.3897 2.1512 0.0185
13 H 0.8562 1.1968 1.2193
14 H 1.8679 -0.8367 0.9124
15 H 1.7355 -1.5282 -0.7114
16 H 2.9976 -0.3954 -0.4034
17 H 0.4321 -0.1143 -1.2203

Below is C6H10O as an isolated structure, with properties calculated with wB97M-V/def2-TZVPD.

strongest force on any atom = 0.55 eV Å⁻¹
LUMO energy = 0.37 eV
energy relative to the best compared isomer or geometry (same formula, charge and spin) = 6.126 eV
orbital gap = 7.944 eV

Cartesian coordinates (Å):
1 C 2.0474 0.3932 -0.0210
2 C 0.7222 -0.0012 -0.1500
3 C -0.2213 -1.4610 0.3423
4 C -0.9841 -0.8928 -0.8428
5 C -1.6485 0.2906 -0.1283
6 C -0.3711 0.6239 0.6114
7 O 0.1919 -0.3069 -1.4306
8 H 2.7735 0.0636 -0.7577
9 H 2.4215 0.6054 0.9769
10 H 1.1998 2.0369 -0.0374
11 H -0.7556 -1.6633 1.2731
12 H 0.5108 -2.2347 0.1099
13 H -1.5431 -1.4971 -1.5590
14 H -2.4694 -0.0157 0.5273
15 H -1.9808 1.0788 -0.8108
16 H 0.4052 2.1983 0.2151
17 H -0.2985 0.7819 1.6817

Below is a 2-piece molecular cluster, C2H8O overall, with properties calculated with wB97M-V/def2-TZVPD.

strongest force on any atom = 1.24 eV Å⁻¹
LUMO energy = 0.70 eV
energy relative to the best compared isomer or geometry (same formula, charge and spin) = 0.085 eV
structure (SMILES) = CC.O
orbital gap = 12.274 eV

Cartesian coordinates (Å):
1 C -0.9861 0.3382 -0.1575
2 C -1.9109 1.5210 -0.4284
3 H 0.0150 0.7564 0.0410
4 H -0.9366 -0.2730 -1.0744
5 H -1.2682 -0.3146 0.6856
6 H -1.9402 2.1030 0.5082
7 H -2.9442 1.2607 -0.7132
8 H -1.4758 2.1523 -1.2213
9 O 4.0251 -2.8250 0.9307
10 H 4.3555 -2.0805 0.3786
11 H 3.0664 -2.6384 1.0506

no.,total energy (eV)
1,-12507.38249
2,-57502.18300
3,-112787.27679
4,-30281.32730
5,-7860.22310
6,-8425.11419
7,-4251.01680